Record 1
2 unconnected molecules or ions with the total composition C5H9N3 in a non-equilibrium geometry. Source: the Open Molecules 2025 dataset; level of theory: ωB97M-V/def2-TZVPD.

Geometry as XYZ:
```
17
Properties=species:S:1:pos:R:3:forces:R:3:mulliken_charge:R:1
N -2.23194 0.41267 -0.28851 3.1 -0.7 4.0 -0.377
N -3.02145 -0.90871 -0.02223 -1.8 2.6 2.0 -0.618
N 2.36352 -1.25903 0.03059 -4.2 -4.7 -0.6 -0.557
C 1.46622 0.94282 0.03020 -2.4 -1.7 5.0 -0.862
C -0.87450 0.34005 0.15074 -6.9 3.1 -5.7 0.366
C 0.07552 1.57498 0.00995 -0.2 -1.4 -3.7 -0.473
C 1.04016 -0.63524 0.00504 7.0 2.7 -0.4 0.405
C -0.25624 -0.84990 -0.09882 1.8 -2.3 2.3 -0.781
H 2.37338 -2.20100 -0.48459 -0.2 1.4 1.4 0.255
H 3.04214 -0.77325 -0.44979 1.4 1.9 -1.0 0.260
H -4.08310 -0.47329 -0.37410 3.7 -1.8 2.0 0.293
H -0.87266 -1.69967 -0.03629 -0.1 -1.4 -0.5 0.548
H 0.01507 2.09775 -1.05616 -0.8 -0.8 2.5 0.199
H 2.19106 1.21944 -0.62737 1.2 0.5 -3.1 0.479
H -0.26730 2.09769 0.82694 0.1 2.4 1.5 0.338
H -3.07106 -1.13546 1.42960 -0.2 1.2 -5.1 0.244
H 2.11120 1.25013 0.95480 -1.6 -1.0 -0.7 0.281
```
Forces are in eV/Å.

Computed properties:
Kohn-Sham gap ... 0.2804 Eh
Calculated total energy ... -9794.0530 eV
Energy relative to the best compared isomer or geometry (same formula, charge and spin) ... 7.4139 eV
Strongest force on any atom ... 9.48 eV Å⁻¹



Record 2
A single C5H9N3 molecule in a non-equilibrium geometry. Source: the Open Molecules 2025 dataset; level of theory: ωB97M-V/def2-TZVPD.

Geometry as XYZ:
```
17
Properties=species:S:1:pos:R:3:forces:R:3:mulliken_charge:R:1
N -2.76963 -0.04879 -0.03679 0.9 3.8 1.2 -0.632
N -0.51686 0.33586 -0.54810 -1.5 -0.6 2.4 -0.033
N 0.68567 2.24349 0.11156 -1.7 -0.7 0.0 -0.676
C 0.70859 1.00934 -0.11671 -2.6 -0.7 -2.1 0.418
C 1.01064 -1.25476 0.35440 1.5 -2.3 2.0 -0.510
C -0.47330 -1.19785 -0.20739 1.2 2.2 2.4 -0.427
C 1.73180 -0.02692 -0.29126 -1.4 -2.9 -2.9 -0.626
C -1.76282 0.83554 -0.05778 -1.8 -3.2 -0.9 -0.101
H -0.53886 -1.84248 -1.07388 -0.5 0.1 -0.1 0.242
H -1.34022 -1.30040 0.60176 2.1 -0.6 -2.0 0.321
H 2.69205 0.19696 0.05064 1.5 0.2 0.6 0.438
H 1.55934 -2.39058 0.24173 -1.5 3.4 -0.1 0.266
H -1.88774 1.85759 0.28422 0.6 0.1 -0.2 0.400
H 1.71921 -0.36154 -1.43325 0.5 1.3 2.0 0.206
H 1.14323 -1.04551 1.49193 -1.0 -0.6 -1.7 0.246
H -3.56477 0.46114 0.45530 1.0 -0.8 -1.0 0.219
H 1.60366 2.52890 0.17363 2.6 1.3 0.6 0.250
```
Forces are in eV/Å.

Computed properties:
Kohn-Sham gap ... 0.3713 Eh
Calculated total energy ... -9799.0496 eV
Energy relative to the best compared isomer or geometry (same formula, charge and spin) ... 2.4173 eV
SMILES ... [H]/N=C/N1CCC/C1=N\[H]
Strongest force on any atom ... 4.31 eV Å⁻¹